The following is a DFT calculation (ωB97M-V/def2-TZVPD) of C4H5ClN2O in the gas phase in a non-equilibrium geometry.

```
13
Properties=species:S:1:pos:R:3:forces:R:3:mulliken_charge:R:1
C -0.5800 -0.3344 1.8920 0.3 0.1 0.0 -0.32
C -0.0444 0.7112 1.2598 -0.5 -1.1 0.0 -0.06
C 0.1633 0.1295 -1.3283 0.5 -0.1 4.1 0.46
C 0.5212 -1.3126 -1.0756 -0.7 -1.6 -0.2 -0.06
H -0.8995 -1.2446 1.4023 -0.1 0.2 0.2 0.35
H 0.3193 1.5340 1.8217 0.2 0.6 0.5 0.29
H 0.2221 1.9006 -0.3826 -0.2 -0.3 0.5 0.20
H -0.3108 1.4476 -2.6440 0.2 -0.4 0.1 0.23
H 0.1260 -1.9705 -1.8446 0.0 0.0 -0.9 0.37
N 0.1048 0.9269 -0.1113 0.3 0.5 -2.9 -0.22
N -0.0097 0.4719 -2.5156 -0.4 0.8 -0.8 -0.61
O 1.0190 -1.8568 -0.1253 0.3 1.2 0.2 -0.43
Cl -0.6313 -0.4029 3.6515 0.0 0.1 -0.8 -0.19
```
Positions in Å, forces in eV/Å.

Values from the calculation:
Calculated total energy: -21777.3493 eV
Energy relative to the best compared isomer or geometry (same formula, charge and spin): 48.15 kcal per mole
SMILES: [H]/N=C(/C=O)N/C=C/Cl
Highest occupied orbital energy: -8.6731 eV
M: 132.55 g/mol
Gap between HOMO and LUMO: 8.41 eV

---

The following is a DFT calculation (ωB97M-V/def2-TZVPD) of C4H5ClN2O in the gas phase in a non-equilibrium geometry.

```
13
Properties=species:S:1:pos:R:3:forces:R:3:mulliken_charge:R:1
C 0.7323 0.9290 -0.3067 0.5 0.6 2.1 0.07
C 0.8931 0.0438 0.7699 1.1 1.2 1.1 -0.33
C -1.0798 -0.2527 -1.1461 -0.6 0.3 0.8 0.03
C -0.4466 -1.4165 -0.4234 -1.3 -0.5 -0.7 0.16
N -0.1808 0.8275 -1.2020 1.4 0.7 -1.6 -0.73
N 0.3523 -1.1787 0.5976 -0.7 0.7 -0.9 -0.01
O -2.3229 0.2459 -0.5999 -0.4 -2.2 0.1 -0.55
Cl -0.9077 -3.0480 -0.9104 0.6 1.0 0.7 -0.19
H 1.4684 1.7575 -0.2034 -0.9 -0.1 -0.9 0.30
H 1.4215 0.3889 1.7097 -0.6 -1.2 -1.3 0.33
H -1.4756 -0.4266 -2.1053 0.5 -1.3 -1.5 0.34
H 0.6240 -1.8832 1.2264 0.2 -1.3 0.7 0.23
H -2.0536 1.0251 -0.1863 0.3 2.2 1.4 0.34
```
Positions in Å, forces in eV/Å.

Values from the calculation:
Calculated total energy: -21776.6262 eV
Energy relative to the best compared isomer or geometry (same formula, charge and spin): 64.83 kcal per mole
Highest occupied orbital energy (spin up / spin down): -7.7881 / -7.7884 eV
M: 132.55 g/mol
Gap between HOMO and LUMO (spin up / spin down): 7.98 / 7.99 eV

---

The following is a DFT calculation (ωB97M-V/def2-TZVPD) of C4H5ClO in the gas phase in a non-equilibrium geometry.

```
11
Properties=species:S:1:pos:R:3:forces:R:3:mulliken_charge:R:1
C -2.8760 -1.2076 0.2632 -1.0 0.8 -1.2 0.62
C 0.4393 -0.5460 0.4152 -5.1 -4.6 0.6 -1.11
C -0.9699 0.0369 -0.2537 0.5 0.3 -0.6 -0.55
C -2.6788 0.0495 -0.0944 3.3 -1.7 1.0 -0.14
O -2.9417 -2.3682 0.2854 0.0 0.0 0.6 -0.38
Cl -3.6157 1.5023 -0.1019 0.6 -0.9 0.2 -0.15
H 0.3515 -0.5885 1.4774 0.4 0.5 0.8 0.35
H 0.7059 -1.6288 0.1253 -0.8 1.5 0.2 0.29
H 1.1736 0.0060 0.0284 2.7 2.6 -1.2 0.41
H -0.7953 1.0599 -0.0931 0.1 1.6 0.1 0.36
H -0.7356 -0.1236 -1.2959 -0.6 0.0 -0.5 0.31
```
Positions in Å, forces in eV/Å.

Values from the calculation:
Calculated total energy: -18795.6597 eV
Energy relative to the best compared isomer or geometry (same formula, charge and spin): 58.56 kcal per mole
SMILES: CCC(Cl)=C=O
Highest occupied orbital energy: -8.7537 eV
M: 104.54 g/mol
Gap between HOMO and LUMO: 9.35 eV

---

The following is a DFT calculation (ωB97M-V/def2-TZVPD) of C4H5ClO in the gas phase in a non-equilibrium geometry.

```
11
Properties=species:S:1:pos:R:3:forces:R:3:mulliken_charge:R:1
C -0.4405 -0.5002 2.1723 -0.3 0.0 0.3 0.56
C 0.7110 -0.3611 -0.1401 -1.8 -3.1 2.7 -0.47
C -0.7615 -0.0494 -0.2434 3.1 -3.6 3.2 -0.65
C -0.0115 0.3040 1.0557 0.6 -0.4 -1.4 -0.29
O -0.8769 -1.5954 2.1437 0.0 -1.1 0.0 -0.46
Cl -0.4915 0.4135 3.6857 0.2 0.3 0.5 -0.22
H 0.9816 -1.4216 0.2595 -0.4 1.8 -1.7 0.21
H 1.3847 0.1718 -0.7298 1.1 0.8 -0.5 0.31
H -1.0236 0.7599 -0.7018 -1.6 4.4 -3.2 0.35
H -1.4336 -0.8719 -0.1836 -0.5 -0.3 0.2 0.24
H 0.3529 1.2518 1.3400 -0.3 1.2 -0.2 0.41
```
Positions in Å, forces in eV/Å.

Values from the calculation:
Calculated total energy: -18797.6741 eV
Energy relative to the best compared isomer or geometry (same formula, charge and spin): 12.11 kcal per mole
SMILES: O=C(Cl)C1CC1
Highest occupied orbital energy: -10.7049 eV
M: 104.54 g/mol
Gap between HOMO and LUMO: 11.63 eV

---

The following is a DFT calculation (ωB97M-V/def2-TZVPD) of C4H5ClO in the gas phase in a non-equilibrium geometry.

```
11
Properties=species:S:1:pos:R:3:forces:R:3:mulliken_charge:R:1
C -1.6957 0.9206 -0.1299 -1.1 1.0 0.5 -0.27
C -0.7522 0.2216 0.4703 -0.1 -0.6 -1.3 -0.42
C 0.2949 -0.4611 -0.3081 2.3 1.1 -0.4 0.29
C 1.7164 -0.5755 0.2574 -1.0 0.0 -1.7 -0.41
H -2.5537 1.2992 0.4529 0.6 0.0 -0.7 0.33
H -0.8463 0.0011 1.5238 0.1 0.0 0.1 0.30
H 0.3246 -0.3619 -1.4314 -0.6 -0.4 1.3 0.29
H 2.5358 -0.6644 -0.4977 -0.6 0.1 1.0 0.23
H 1.8808 -0.1617 1.2237 0.5 0.3 0.5 0.26
O 0.7912 -1.6397 0.2546 0.0 -1.1 -0.1 -0.41
Cl -1.6957 1.4218 -1.8156 0.0 -0.4 0.7 -0.19
```
Positions in Å, forces in eV/Å.

Values from the calculation:
Calculated total energy: -18796.8103 eV
Energy relative to the best compared isomer or geometry (same formula, charge and spin): 32.03 kcal per mole
SMILES: Cl/C=C\[C@H]1CO1
Highest occupied orbital energy: -9.3858 eV
M: 104.54 g/mol
Gap between HOMO and LUMO: 10.31 eV

---

The following is a DFT calculation (ωB97M-V/def2-TZVPD) of C4H5ClO3 in the gas phase in a non-equilibrium geometry.

```
13
Properties=species:S:1:pos:R:3:forces:R:3:mulliken_charge:R:1
C -2.4552 -0.5947 0.3230 -1.4 -0.7 0.5 -0.76
C -0.2417 0.0409 0.0258 0.1 -1.8 -0.1 -0.23
C 1.0715 -0.1159 -0.2083 -1.0 -0.8 0.1 0.25
C 1.9378 1.0612 -0.1896 1.8 -0.3 -0.2 0.57
H -3.0669 -1.5088 0.2655 0.4 0.3 0.3 0.25
H -2.5740 -0.1287 1.2985 0.1 -0.1 0.2 0.34
H -2.8749 0.0672 -0.3992 0.0 0.7 -0.8 0.36
H -0.6305 0.9802 0.2546 -0.4 1.7 0.2 0.51
H 3.4403 -0.1283 -0.5620 -0.3 1.2 0.2 0.31
O -1.1408 -0.9651 0.0529 1.8 0.1 -0.4 -0.34
O 3.2790 0.8413 -0.4096 -0.8 -1.0 -0.1 -0.48
O 1.5411 2.1654 0.0133 -0.3 0.6 0.1 -0.53
Cl 1.7141 -1.7148 -0.4649 0.0 0.2 -0.1 -0.24
```
Positions in Å, forces in eV/Å.

Values from the calculation:
Calculated total energy: -22893.2306 eV
Energy relative to the best compared isomer or geometry (same formula, charge and spin): 17.77 kcal per mole
SMILES: CO/C=C(\Cl)C(=O)O
Highest occupied orbital energy: -9.4914 eV
M: 136.53 g/mol
Gap between HOMO and LUMO: 10.00 eV

---

The following is a DFT calculation (ωB97M-V/def2-TZVPD) of C4H5ClOS in the gas phase in a non-equilibrium geometry.

```
12
Properties=species:S:1:pos:R:3:forces:R:3:mulliken_charge:R:1
C -0.8214 0.3001 -2.4112 -0.6 0.4 0.1 0.53
C 0.4855 0.6226 -0.1322 0.4 0.5 -0.8 -0.57
C -0.8539 0.0520 0.1350 1.2 -0.7 1.8 -0.58
C -0.2155 -0.2589 -1.1791 0.6 -2.1 0.4 0.19
O -1.4183 1.3293 -2.4385 0.4 -0.4 -0.3 -0.45
S 0.2974 -2.0564 -1.2416 1.2 1.5 0.2 -0.17
Cl -0.7372 -0.7888 -3.8362 -0.1 0.7 0.0 -0.19
H 0.6359 1.6703 -0.3836 -0.7 -0.1 -0.2 0.25
H 1.3674 0.3181 0.3946 0.2 -0.9 0.0 0.26
H -0.8278 -0.7856 0.8573 -0.2 0.6 -0.6 0.25
H -1.6009 0.7544 0.3289 -1.4 0.8 -0.5 0.32
H -0.9087 -2.5584 -1.1750 -0.9 -0.2 0.0 0.16
```
Positions in Å, forces in eV/Å.

Values from the calculation:
Calculated total energy: -29633.0298 eV
Energy relative to the best compared isomer or geometry (same formula, charge and spin): 15.64 kcal per mole
SMILES: O=C(Cl)C1(S)CC1
Highest occupied orbital energy: -9.3673 eV
M: 136.60 g/mol
Gap between HOMO and LUMO: 10.07 eV

---

The following is a DFT calculation (ωB97M-V/def2-TZVPD) of 2 unconnected molecules or ions with the total composition C4H5ClOS in a non-equilibrium geometry.

```
12
Properties=species:S:1:pos:R:3:forces:R:3:mulliken_charge:R:1
C 0.5941 -0.1048 0.3347 3.3 -0.2 -1.2 -0.22
C -0.3340 -0.4371 1.1871 -0.9 -0.3 0.8 0.38
C -0.7352 -0.9199 2.3760 -2.0 -1.5 1.2 -0.77
C -0.7282 0.3430 -0.0510 -0.2 2.6 3.1 -0.73
O 0.6906 0.4605 -4.1304 -0.1 -0.1 -0.4 -0.37
S 0.9011 0.3148 -2.7018 0.9 1.0 0.3 0.53
Cl 2.2255 1.8953 -2.0955 -0.7 -0.8 -0.2 -0.19
H 1.6137 -0.3087 -0.0183 -0.6 0.4 0.3 0.35
H -1.8531 -1.0152 2.6012 1.8 0.4 -0.3 0.23
H -0.0750 -1.4825 3.0666 -0.3 0.7 -0.6 0.27
H -1.0785 1.3758 0.2367 0.5 -0.8 -0.9 0.17
H -1.2210 -0.1211 -0.8052 -1.7 -1.3 -2.2 0.37
```
Positions in Å, forces in eV/Å.

Values from the calculation:
Calculated total energy: -29629.0035 eV
Energy relative to the best compared isomer or geometry (same formula, charge and spin): 108.49 kcal per mole
Highest occupied orbital energy (spin up / spin down): -9.4199 / -8.2241 eV
M: 136.60 g/mol
Gap between HOMO and LUMO (spin up / spin down): 8.56 / 6.60 eV